(1)
Computed, not measured: a 2-piece molecular cluster, C6H17NO overall at a distorted geometry, with wB97M-V/def2-TZVPD.

Results
HOMO level (alpha / beta) ... -15.15 / -15.20 eV
Net charge ... +1
M ... 119.2 g mol⁻¹
Energy relative to the best compared isomer or geometry (same formula, charge and spin) ... 1.124 eV
Expectation value of S² ... 0.7543
Gap between HOMO and LUMO (alpha / beta) ... 12.380 / 7.388 eV
LUMO energy (alpha / beta) ... -2.77 / -7.81 eV
Spin multiplicity ... 2
DFT total energy ... -368.4522 a.u.

Last column: Löwdin charge in e.
Atoms and positions in Å:
C1 0.417 1.292 0.162  -0.16
C2 0.794 2.292 -0.909  -0.26
C3 1.367 1.684 -2.168  -0.10
C4 -0.831 0.404 -0.094  -0.12
N1 -0.722 -0.938 0.530  -0.12
C5 -1.840 -1.203 1.461  0.01
C6 -0.406 -1.985 -0.407  -0.01
H1 0.136 1.897 1.019  0.12
H2 1.244 0.584 0.328  0.12
H3 0.019 3.014 -1.182  0.12
H4 1.512 2.901 -0.353  0.12
H5 1.597 2.303 -3.041  0.08
H6 2.354 1.230 -1.991  0.08
H7 0.643 0.918 -2.484  0.07
H8 -1.700 0.865 0.371  0.13
H9 -1.026 0.233 -1.167  0.14
H10 -2.739 -1.386 0.907  0.12
H11 -1.958 -0.359 2.160  0.13
H12 -1.459 -2.044 2.049  0.11
H13 -0.433 -2.941 0.102  0.11
H14 0.610 -1.718 -0.727  0.12
H15 -0.966 -2.156 -1.346  0.14
H16 0.788 -0.991 1.865  -0.01
H17 1.538 -2.336 2.328  0.05
O1 1.061 -1.560 2.586  0.00


(2)
Computed, not measured: one molecule with the formula C3H6N2OS at a distorted geometry, with wB97M-V/def2-TZVPD.

Results
HOMO level ... -9.48 eV
Net charge ... 0
M ... 118.2 g mol⁻¹
Energy relative to the best compared isomer or geometry (same formula, charge and spin) ... 2.893 eV
Structure (SMILES) ... [H]/N=C(\N)C(=S)CO
Gap between HOMO and LUMO ... 8.544 eV
LUMO energy ... -0.94 eV
DFT total energy ... -700.7829 a.u.

Last column: Löwdin charge in e.
Atoms and positions in Å:
H1 2.326 -1.838 0.543  0.07
N1 1.386 -1.554 0.255  0.13
C1 1.286 -0.311 -0.024  -0.55
N2 2.254 0.637 -0.298  0.08
C2 -0.152 0.015 -0.150  -0.65
S1 -0.662 1.529 0.129  0.87
C3 -1.031 -1.086 -0.141  -0.35
O1 -2.399 -0.794 -0.099  -0.07
H2 3.258 0.287 -0.104  0.14
H3 1.861 1.496 0.220  0.08
H4 -0.726 -1.644 0.770  0.15
H5 -0.757 -1.865 -0.698  0.09
H6 -2.285 0.166 0.188  0.01


(3)
Computed, not measured: a 2-piece molecular cluster, C5H8N overall at a distorted geometry, with wB97M-V/def2-TZVPD.

Results
HOMO level ... -14.04 eV
Net charge ... +1
M ... 82.1 g mol⁻¹
Energy relative to the best compared isomer or geometry (same formula, charge and spin) ... 8.739 eV
Gap between HOMO and LUMO ... 8.073 eV
LUMO energy ... -5.97 eV
DFT total energy ... -249.5040 a.u.

Last column: Löwdin charge in e.
Atoms and positions in Å:
C1 2.960 -0.527 0.580  0.23
C2 1.722 -0.296 0.387  -0.20
C3 0.624 0.112 -0.121  -0.11
C4 0.454 2.228 -0.470  0.17
C5 -0.952 -1.729 0.492  0.04
N1 -0.641 -0.497 -0.347  0.03
H1 1.282 2.653 0.065  0.06
H2 -0.469 2.266 0.092  0.03
H3 0.183 2.374 -1.467  0.02
H4 -0.882 -2.650 0.107  0.06
H5 -0.229 -1.718 1.409  0.15
H6 -1.966 -1.471 0.841  0.12
H7 -1.454 0.036 -0.159  0.15
H8 -0.633 -0.782 -1.409  0.26


(4)
Computed, not measured: H14KrO7 as an isolated structure, with wB97M-V/def2-TZVPD.

Results
HOMO level ... -10.04 eV
Net charge ... 0
M ... 209.9 g mol⁻¹
Energy relative to the best compared isomer or geometry (same formula, charge and spin) ... 0.378 eV
Gap between HOMO and LUMO ... 10.260 eV
LUMO energy ... 0.22 eV
DFT total energy ... -3288.6797 a.u.

Last column: Löwdin charge in e.
Atoms and positions in Å:
Kr1 0.568 1.319 -0.466  0.15
O1 -3.591 1.617 1.966  -0.05
H1 -3.600 0.850 2.538  0.03
H2 -2.867 1.457 1.361  0.02
O2 -0.299 -2.764 -0.879  -0.05
H3 -1.078 -3.257 -1.136  0.05
H4 -0.016 -2.328 -1.683  -0.01
O3 0.533 1.573 -4.242  -0.06
H5 0.152 2.404 -4.525  0.04
H6 1.157 1.815 -3.558  0.01
O4 -0.183 -2.189 2.003  -0.07
H7 -0.240 -2.172 1.048  -0.02
H8 -0.195 -1.268 2.261  -0.04
O5 3.112 1.431 2.555  -0.05
H9 3.008 1.212 3.481  0.04
H10 3.456 2.324 2.556  0.04
O6 0.179 -1.752 -3.646  -0.04
H11 0.028 -0.809 -3.574  0.02
H12 -0.105 -1.973 -4.533  0.05
O7 -0.223 0.541 2.689  -0.08
H13 0.686 0.749 2.472  -0.01
H14 -0.482 1.219 3.313  0.06


(5)
Computed, not measured: C16H15AsF5NOS5SeTl as an isolated structure, with wB97M-V/def2-TZVPD.

Results
HOMO level ... -4.56 eV
Net charge ... -1
M ... 850.9 g mol⁻¹
Energy relative to the best compared isomer or geometry (same formula, charge and spin) ... 0.000 eV
Gap between HOMO and LUMO ... 6.274 eV
LUMO energy ... 1.71 eV
DFT total energy ... -8048.7777 a.u.

Last column: Löwdin charge in e.
Atoms and positions in Å:
Tl1 -0.711 -1.742 0.147  0.19
S1 -1.590 -5.337 3.416  -0.14
As1 -1.876 -3.453 2.598  -0.43
S2 -0.052 -2.161 2.576  0.06
S3 -2.073 -3.759 0.267  0.01
S4 -3.538 -2.321 3.245  -0.06
F1 -0.249 -2.928 -6.705  0.12
C1 -0.325 -2.247 -5.560  -0.14
C2 -1.336 -2.517 -4.655  -0.14
F2 -2.238 -3.458 -4.934  0.13
C3 -1.407 -1.798 -3.474  -0.26
F3 -2.397 -2.092 -2.633  0.05
C4 -0.490 -0.804 -3.156  -0.47
Se1 -0.611 0.239 -1.557  0.79
C5 0.516 -0.567 -4.082  -0.25
F4 1.450 0.365 -3.846  0.07
C6 0.609 -1.271 -5.268  -0.14
F5 1.596 -1.017 -6.134  0.11
O1 1.811 -1.753 0.091  -0.68
S5 3.023 -0.933 0.434  0.96
C7 3.065 0.439 -0.774  -0.32
C8 2.795 1.751 -0.034  -0.22
C9 1.915 1.394 1.162  -0.24
C10 2.571 0.179 1.793  -0.32
H1 2.257 0.196 -1.462  0.03
H2 4.018 0.414 -1.300  0.08
H3 2.305 2.466 -0.696  0.11
H4 3.736 2.189 0.310  0.11
H5 0.914 1.122 0.821  0.06
H6 1.802 2.215 1.870  0.11
H7 1.931 -0.386 2.470  0.03
H8 3.505 0.434 2.301  0.09
N1 -2.315 0.000 1.373  -0.01
C11 -1.806 1.175 1.946  -0.33
C12 -1.412 1.173 3.286  -0.04
C13 -0.868 2.318 3.844  -0.09
C14 -0.716 3.478 3.093  -0.13
C15 -1.108 3.477 1.762  -0.11
C16 -1.643 2.334 1.187  -0.08
H9 -2.966 0.185 0.619  0.09
H10 -2.735 -0.650 2.055  -0.08
H11 -1.540 0.268 3.867  0.09
H12 -0.574 2.306 4.887  0.10
H13 -0.305 4.373 3.542  0.09
H14 -1.002 4.373 1.163  0.10
H15 -1.935 2.333 0.143  0.08


(6)
Computed, not measured: one molecule with the formula C32H31BF6O3S at a distorted geometry, with wB97M-V/def2-TZVPD.

Results
HOMO level ... -7.06 eV
Net charge ... 0
M ... 620.5 g mol⁻¹
Energy relative to the best compared isomer or geometry (same formula, charge and spin) ... 2.200 eV
Gap between HOMO and LUMO ... 5.180 eV
LUMO energy ... -1.88 eV
DFT total energy ... -2485.8198 a.u.

Last column: Löwdin charge in e.
Atoms and positions in Å:
C1 -3.573 4.798 -1.329  -0.12
C2 -2.668 3.637 -1.424  -0.58
C3 -2.277 2.980 -2.579  -0.11
C4 -1.384 1.891 -2.325  -0.13
C5 -1.069 1.775 -0.984  -0.38
B1 -0.059 0.583 -0.182  -1.00
C6 1.068 1.722 -0.531  -0.09
C7 1.591 2.516 0.489  0.04
C8 2.663 3.368 0.241  -0.10
C9 3.131 4.255 1.359  -0.51
F1 3.988 5.228 0.935  0.12
F2 2.083 4.882 1.982  0.12
F3 3.786 3.526 2.323  0.11
C10 3.300 3.410 -0.994  0.06
C11 2.759 2.636 -2.016  -0.10
C12 3.436 2.546 -3.355  -0.50
F4 4.128 1.354 -3.465  0.10
F5 2.529 2.557 -4.384  0.12
F6 4.331 3.543 -3.588  0.13
C13 1.613 1.878 -1.815  0.01
O1 -0.748 0.673 1.059  -0.06
C14 -2.037 0.065 1.202  -0.11
C15 -2.598 -0.731 -0.017  -0.46
C16 -3.201 -2.022 0.509  -0.05
C17 -3.735 0.059 -0.625  -0.05
C18 -1.604 -1.099 -1.162  -0.07
O2 -0.372 -0.415 -1.154  0.01
S1 -1.862 2.984 -0.034  1.14
H1 -3.883 5.017 -2.355  0.08
H2 -4.458 4.569 -0.718  0.08
H3 -3.052 5.668 -0.907  0.08
H4 -2.635 3.298 -3.554  0.11
H5 -0.973 1.273 -3.107  0.12
H6 1.135 2.488 1.479  0.14
H7 4.170 4.032 -1.163  0.13
H8 1.176 1.356 -2.670  0.14
H9 -1.961 -0.579 2.100  0.13
H10 -2.707 0.906 1.448  0.11
H11 -3.641 -2.589 -0.321  0.10
H12 -2.441 -2.648 0.988  0.05
H13 -3.971 -1.793 1.256  0.10
H14 -4.203 -0.539 -1.416  0.10
H15 -4.474 0.281 0.151  0.10
H16 -3.381 0.997 -1.052  0.05
H17 -1.363 -2.177 -1.150  0.13
H18 -2.047 -0.867 -2.144  0.14
C19 -1.542 -4.821 5.048  -0.05
O3 -0.703 -3.639 5.045  -0.08
C20 -0.327 -3.065 3.874  -0.25
C21 0.373 -1.834 3.958  0.03
C22 0.718 -1.155 2.812  0.00
C23 0.434 -1.654 1.526  -0.18
C24 0.983 -0.921 0.349  0.08
C25 1.777 -1.744 -0.609  -0.15
C26 2.450 -1.117 -1.653  0.00
C27 3.131 -1.832 -2.634  -0.04
C28 3.183 -3.237 -2.538  -0.06
C29 2.625 -3.880 -1.420  -0.06
C30 1.984 -3.118 -0.438  -0.02
C31 -0.199 -2.910 1.466  -0.07
C32 -0.577 -3.624 2.599  0.00
H19 -1.709 -5.010 6.109  0.09
H20 -2.505 -4.638 4.537  0.10
H21 -1.024 -5.679 4.588  0.09
H22 0.678 -1.457 4.934  0.13
H23 1.230 -0.197 2.880  0.13
H24 1.608 -0.053 0.719  0.17
H25 2.477 -0.038 -1.650  0.09
H26 3.653 -1.276 -3.411  0.10
H27 3.727 -3.795 -3.295  0.10
H28 2.740 -4.954 -1.271  0.11
H29 1.677 -3.622 0.479  0.11
H30 -0.378 -3.385 0.489  0.12
H31 -0.991 -4.643 2.503  0.12


(7)
Computed, not measured: C29H36N2O2P3Pt as an isolated structure, with wB97M-V/def2-TZVPD.

Results
HOMO level ... -10.24 eV
Net charge ... +1
M ... 732.6 g mol⁻¹
Energy relative to the best compared isomer or geometry (same formula, charge and spin) ... 0.111 eV
Gap between HOMO and LUMO ... 7.712 eV
LUMO energy ... -2.52 eV
DFT total energy ... -2529.9916 a.u.

Last column: Löwdin charge in e.
Atoms and positions in Å:
Pt1 1.340 -0.680 -0.261  0.78
C1 0.256 -3.867 -0.122  -0.22
P1 0.661 -2.551 -1.283  0.66
C2 -0.739 -2.458 -2.430  -0.21
C3 2.016 -3.209 -2.331  -0.38
C4 2.635 -2.030 -3.073  -0.38
P2 2.927 -0.710 -1.845  0.66
C5 3.285 0.764 -2.830  -0.24
C6 4.510 -1.094 -1.058  -0.23
H1 -0.023 -4.769 -0.670  0.06
H2 -0.559 -3.549 0.528  0.03
H3 1.127 -4.066 0.503  0.06
H4 -0.838 -3.420 -2.937  0.06
H5 -0.572 -1.675 -3.169  0.06
H6 -1.663 -2.236 -1.902  0.02
H7 1.641 -3.969 -3.020  0.10
H8 2.735 -3.692 -1.666  0.09
H9 1.923 -1.629 -3.801  0.09
H10 3.544 -2.284 -3.618  0.10
H11 4.157 0.564 -3.456  0.06
H12 3.501 1.617 -2.187  0.06
H13 2.441 1.001 -3.471  0.04
H14 5.320 -1.051 -1.789  0.06
H15 4.458 -2.090 -0.620  0.05
H16 4.698 -0.386 -0.252  0.05
C7 -0.757 5.005 -2.652  -0.07
C8 0.344 4.175 -2.768  -0.07
C9 0.356 2.955 -2.101  -0.10
C10 -0.721 2.557 -1.325  -0.37
C11 -1.821 3.408 -1.204  -0.09
C12 -1.839 4.620 -1.868  -0.06
P3 -0.618 0.993 -0.398  1.02
C13 -0.890 1.612 1.312  -0.35
C14 -2.090 1.512 2.010  -0.08
C15 -2.191 1.993 3.309  -0.07
C16 -1.099 2.591 3.921  -0.08
C17 0.097 2.710 3.225  -0.08
C18 0.202 2.219 1.935  -0.11
C19 -2.173 0.141 -0.811  -0.38
C20 -2.881 0.445 -1.972  -0.09
C21 -3.983 -0.314 -2.343  -0.07
C22 -4.394 -1.378 -1.554  -0.07
C23 -3.693 -1.688 -0.395  -0.07
C24 -2.583 -0.942 -0.031  -0.14
H17 -0.773 5.958 -3.165  0.11
H18 1.194 4.476 -3.367  0.11
H19 1.214 2.313 -2.166  0.05
H20 -2.661 3.123 -0.582  0.12
H21 -2.695 5.275 -1.770  0.11
H22 -2.959 1.063 1.549  0.10
H23 -3.132 1.910 3.836  0.11
H24 -1.181 2.972 4.930  0.11
H25 0.952 3.183 3.691  0.11
H26 1.149 2.301 1.411  0.10
H27 -2.574 1.272 -2.599  0.10
H28 -4.522 -0.067 -3.247  0.11
H29 -5.258 -1.963 -1.841  0.11
H30 -4.003 -2.518 0.226  0.11
H31 -2.031 -1.228 0.859  0.08
C25 -0.723 -1.718 5.017  0.00
N1 0.255 -1.214 4.056  -0.03
C26 1.315 -0.466 4.458  -0.03
C27 2.212 0.048 3.590  0.01
C28 1.970 -0.228 2.216  -0.53
O1 2.642 0.250 1.239  -0.17
N2 0.948 -1.024 1.830  0.03
C29 0.027 -1.514 2.713  -0.50
O2 -0.936 -2.188 2.385  0.03
H32 -0.371 -1.480 6.017  0.09
H33 -0.830 -2.794 4.908  0.10
H34 -1.691 -1.252 4.844  0.10
H35 1.379 -0.298 5.525  0.14
H36 3.036 0.665 3.903  0.12


(8)
Computed, not measured: C4H6O as an isolated structure, with wB97M-V/def2-TZVPD.

Results
HOMO level ... -9.43 eV
Net charge ... 0
M ... 70.1 g mol⁻¹
Energy relative to the best compared isomer or geometry (same formula, charge and spin) ... 1.781 eV
Gap between HOMO and LUMO ... 10.611 eV
LUMO energy ... 1.18 eV
DFT total energy ... -231.1583 a.u.

Last column: Löwdin charge in e.
Atoms and positions in Å:
C1 0.527 1.054 -0.398  -0.08
C2 0.646 -0.322 0.205  -0.17
C3 -0.650 -0.688 0.914  -0.14
O1 -1.432 -0.255 -0.222  -0.08
C4 -0.253 -0.052 -0.991  -0.25
H1 1.442 1.289 -0.939  0.11
H2 0.055 1.863 0.149  0.11
H3 1.657 -0.632 0.407  0.12
H4 -0.855 -0.144 1.843  0.12
H5 -0.855 -1.757 1.066  0.12
H6 -0.283 -0.356 -2.035  0.14